[1]
114
Properties=species:S:1:pos:R:3:forces:R:3 method="wB97M-V/def2-TZVPD" gap_ev=8.7659 smiles="O=[N+]([O-])c1ccccc1.O=[N+]([O-])c1ccccc1.O=[N+]([O-])c1ccccc1.O=[N+]([O-])c1ccccc1.O=[N+]([O-])c1ccccc1.O=[N+]([O-])c1ccccc1.O=[N+]([O-])c1ccccc1.BrCCBr.BrCCBr" e_above_lowest_kcal_mol=70.7 lumo_ev=-1.0 homo_ha=-0.3600
Br 6.04230 -4.51316 -0.55322 -0.3 0.5 -0.6
C 4.99027 -3.46684 -1.86256 0.5 0.7 -0.8
C 5.75417 -2.13279 -2.25745 -1.1 -1.0 0.6
Br 4.64828 -1.03462 -3.53012 0.6 -0.8 0.8
H 4.00546 -3.31021 -1.42242 0.3 0.4 0.2
H 4.79309 -4.10148 -2.72653 0.5 0.0 0.0
H 6.72070 -2.27654 -2.74042 -0.3 -0.3 0.0
H 5.90649 -1.57778 -1.33178 -0.1 0.3 -0.3
Br 5.36027 -0.03657 6.24511 0.0 0.0 -1.2
C 5.32601 0.14077 4.24056 -0.9 0.3 0.1
C 6.08016 -0.97546 3.59296 0.8 0.1 0.2
Br 5.60979 -0.96101 1.66473 0.4 -0.1 0.7
H 5.68629 1.14231 4.00560 0.3 -0.2 0.1
H 4.31315 0.09340 3.84057 -0.3 0.1 0.8
H 5.84760 -1.95713 4.00566 -0.2 0.1 -0.3
H 7.14435 -0.78395 3.73051 0.0 -0.3 -0.5
C -1.95910 4.14686 1.38443 -1.1 0.4 -0.1
C -2.45707 3.73868 2.60366 0.4 0.8 1.7
C -2.66999 4.70086 3.61721 -1.4 1.2 -0.5
C -2.66296 6.09503 3.31773 0.5 -1.6 -0.4
C -2.24582 6.49119 2.06885 0.1 -0.4 -1.4
C -1.92494 5.50205 1.10523 0.4 0.5 0.4
N -3.17282 7.11214 4.28493 1.8 1.5 -1.3
O -3.75235 6.75745 5.25402 -1.1 -1.2 1.5
O -2.92118 8.29608 4.05094 -0.1 -0.9 -0.4
H -1.80907 3.41576 0.60380 0.2 0.0 -0.1
H -2.64534 2.69046 2.78303 0.1 0.0 0.3
H -3.09120 4.51551 4.59427 0.2 -0.7 0.1
H -2.23360 7.52464 1.75545 0.0 0.1 0.2
H -1.65697 5.76299 0.09206 0.1 0.5 0.0
C 0.48094 -0.96205 8.66168 2.5 -0.9 0.6
C 1.66320 -0.76941 7.95722 -1.2 1.5 -1.6
C 1.55957 0.04933 6.80922 1.4 -0.5 -0.4
C 0.42019 0.69688 6.36739 -0.7 -3.0 2.4
C -0.75548 0.40249 7.11434 0.5 1.0 -0.8
C -0.66613 -0.34727 8.27700 -1.4 0.5 -0.5
N 0.45962 1.46464 5.17028 1.2 2.4 -0.7
O 1.45421 1.53362 4.45152 0.2 -1.5 0.5
O -0.42664 2.26340 5.01916 -1.9 0.2 -0.1
H 0.56387 -1.66399 9.47826 -0.5 0.2 0.4
H 2.64017 -1.16227 8.19721 -0.2 -0.3 0.1
H 2.41509 0.07630 6.15062 0.3 0.4 0.1
H -1.72629 0.74292 6.78566 0.0 0.3 0.0
H -1.54712 -0.44472 8.89406 -0.2 -0.2 -0.2
C -5.95471 0.74731 -3.58350 0.5 -0.8 0.3
C -6.15733 1.40234 -4.76260 1.5 0.9 -1.5
C -5.08425 1.51762 -5.69754 -1.2 0.6 0.7
C -3.83121 0.96917 -5.44360 -0.8 1.0 -0.9
C -3.62409 0.33359 -4.25314 -0.6 -1.1 1.9
C -4.69542 0.19621 -3.34070 0.1 -0.2 -0.9
N -2.77232 1.10064 -6.48221 2.0 0.0 -1.6
O -2.88558 1.87372 -7.45380 -0.8 -1.1 2.1
O -1.75896 0.39603 -6.35577 -1.6 0.7 0.4
H -6.78211 0.60280 -2.90459 0.1 0.0 0.2
H -7.08024 1.92460 -4.96726 -0.1 -0.1 -0.1
H -5.28120 2.15110 -6.54978 0.3 -0.3 -0.3
H -2.73049 -0.14768 -3.88402 0.5 0.1 -0.7
H -4.56373 -0.51335 -2.53721 0.2 0.4 0.4
C -5.08361 -3.62665 -0.49016 0.4 -1.5 0.9
C -5.47139 -2.38493 -0.09185 0.3 1.8 0.2
C -4.68137 -1.63004 0.79857 -0.5 -0.8 0.0
C -3.51597 -2.19329 1.30435 -0.7 0.2 -1.1
C -3.11279 -3.45195 0.93434 -0.4 -1.6 -1.1
C -3.95910 -4.21112 0.09394 0.6 1.0 -0.1
N -2.66461 -1.32824 2.08581 1.2 -0.7 0.5
O -1.46523 -1.55225 2.08852 -0.2 -0.1 -0.2
O -3.18633 -0.45918 2.73201 -0.5 1.0 0.4
H -5.71145 -4.22015 -1.13822 0.0 0.1 -0.2
H -6.33302 -1.95992 -0.58517 -0.2 0.3 0.3
H -4.95047 -0.65352 1.17324 -0.2 0.1 -0.3
H -2.16843 -3.92077 1.16843 0.1 0.4 0.5
H -3.66175 -5.20020 -0.22179 0.1 -0.1 0.2
C -2.49582 -3.61524 -4.05241 0.3 -0.8 0.1
C -2.32988 -3.33553 -5.39260 -0.5 -0.2 0.0
C -2.38827 -4.36977 -6.35226 1.1 1.2 0.0
C -2.52980 -5.69581 -5.99684 -0.1 0.6 1.0
C -2.62668 -5.97288 -4.61267 -1.0 -0.6 -0.9
C -2.63839 -4.94438 -3.68518 0.1 -0.3 -0.1
N -2.68469 -6.71407 -7.09918 -0.5 0.1 0.5
O -3.13140 -7.81223 -6.82993 0.3 0.2 0.7
O -2.45425 -6.35157 -8.22772 0.4 0.4 -0.1
H -2.44414 -2.92540 -3.22304 -0.1 0.6 -0.4
H -2.23490 -2.29871 -5.67963 0.2 0.0 -0.4
H -2.10923 -4.05060 -7.34557 -0.5 -0.4 -0.3
H -2.88549 -6.96766 -4.28127 0.3 -0.2 -0.1
H -2.78113 -5.15142 -2.63487 0.0 -0.3 0.0
C 5.09547 2.29811 -2.75640 -0.5 0.3 -0.3
C 4.25482 2.85572 -1.79194 0.1 -1.1 0.9
C 4.69986 3.06049 -0.47523 0.5 0.3 -1.2
C 6.06784 2.88451 -0.23927 -0.2 0.1 0.4
C 6.94097 2.43221 -1.24259 -0.5 0.4 0.4
C 6.43202 2.12271 -2.52142 1.2 0.3 1.8
N 6.56290 3.21107 1.16631 0.3 0.3 1.4
O 5.69452 3.41079 2.05805 1.9 -0.6 -2.2
O 7.78888 3.28007 1.38269 -2.5 -0.3 -0.8
H 4.73160 1.95949 -3.71522 -0.3 0.3 -0.1
H 3.19029 2.89976 -1.96868 0.0 0.3 -0.2
H 3.99838 3.38993 0.27696 0.2 0.0 0.2
H 7.98883 2.34458 -0.99620 0.1 -0.1 -0.1
H 7.12673 1.73572 -3.25218 -0.2 -0.1 -0.2
C 2.41737 0.83045 0.96718 -1.5 -0.8 1.1
C 1.06925 0.91353 1.30698 -1.5 0.0 -1.4
C 0.04075 0.51475 0.38870 1.9 -0.1 0.7
C 0.45305 -0.01564 -0.83545 -0.3 1.8 0.4
C 1.81235 -0.06579 -1.17563 -1.3 -0.6 -0.7
C 2.74506 0.21044 -0.22394 1.2 0.8 0.1
N -0.58053 -0.31875 -1.83310 0.8 -3.1 -3.1
O -1.67627 -0.70302 -1.49396 -0.9 0.9 1.5
O -0.25434 -0.51929 -3.03098 0.5 1.5 1.8
H 3.13083 1.11119 1.72781 0.3 0.1 -0.2
H 0.68961 1.33473 2.22614 0.5 0.1 0.2
H -0.98245 0.62653 0.71577 -0.1 -0.2 -0.4
H 2.11027 -0.31292 -2.18388 -0.1 -0.4 0.0
H 3.79148 0.07401 -0.45371 0.1 0.0 -0.2

---

[2]
8
Properties=species:S:1:pos:R:3:forces:R:3 method="wB97M-V/def2-TZVPD" gap_ev=14.0855 total_charge=+1 e_above_lowest_kcal_mol=19.8 lumo_ev=-4.0 homo_ha=-0.6647
O -0.65014 -0.98364 -0.36688 -2.9 -3.9 -0.8
H -0.34955 -1.90488 -0.53778 -0.2 0.6 0.1
H -1.58090 -1.07895 -0.06212 0.5 -0.2 -0.5
N 0.51610 0.79342 0.19318 2.4 3.7 1.2
H 1.03863 0.70106 -0.69894 -0.5 0.1 0.7
H -0.10686 -0.02766 0.31646 0.4 -0.3 -0.1
H -0.05426 1.66042 0.17221 0.7 -0.4 0.0
H 1.18698 0.84024 0.98387 -0.3 0.3 -0.7

---

[3]
14
Properties=species:S:1:pos:R:3:forces:R:3 method="wB97M-V/def2-TZVPD" gap_ev=10.3061 smiles="COCC(C)=O" e_above_lowest_kcal_mol=35.7 lumo_ev=0.9 homo_ha=-0.3469
C 1.56454 0.84417 0.54927 0.2 -0.1 -0.1
O 0.32606 1.42626 0.21122 -0.1 0.0 -0.2
C -0.80159 0.71355 0.62898 -0.2 -0.1 0.2
C -1.26193 -0.50003 -0.18032 -0.3 -0.2 0.1
O -2.38318 -0.90505 0.04312 0.4 0.1 -0.2
C -0.35806 -1.21089 -1.16456 0.0 0.0 0.0
H 2.07006 0.53155 -0.37314 0.1 0.0 0.3
H 2.18234 1.58580 1.07051 -0.1 -0.2 -0.1
H 1.42369 -0.03258 1.19816 0.2 0.2 -0.1
H -0.64028 0.30811 1.63994 -0.2 0.2 0.0
H -1.64352 1.41235 0.66154 0.1 -0.2 0.0
H -0.58993 -2.27989 -1.13542 0.0 0.2 0.0
H 0.70719 -1.06011 -0.98520 -0.2 0.1 0.0
H -0.59539 -0.83325 -2.16410 0.1 0.0 0.1

---

[4]
11
Properties=species:S:1:pos:R:3:forces:R:3 method="wB97M-V/def2-TZVPD" gap_ev=10.8022 smiles=NCO.O e_above_lowest_kcal_mol=5.3 lumo_ev=0.9 homo_ha=-0.3634
N 0.66405 2.66810 -0.61092 -0.4 -0.4 -0.2
C 1.13144 1.41277 -0.10158 0.4 -0.1 0.5
O 0.07069 0.59128 0.38213 1.6 -0.1 0.8
H 1.07066 2.91720 -1.49636 0.0 0.2 0.1
H 0.67612 3.41335 0.06090 0.2 0.2 0.0
H 1.61992 0.84272 -0.86356 0.4 -0.1 -0.8
H 1.86669 1.56866 0.68463 -0.1 -0.2 0.4
H -0.65881 1.03246 0.01269 -2.0 0.6 -0.7
H -2.20368 -3.50702 0.64522 0.3 -0.1 0.2
H -1.84346 -4.28151 -0.56999 0.2 -0.2 -0.1
O -1.58665 -4.19375 0.35305 -0.5 0.4 -0.1

---

[5]
14
Properties=species:S:1:pos:R:3:forces:R:3 method="wB97M-V/def2-TZVPD" gap_ev=8.5904 smiles=Cc1coc(N)c1 e_above_lowest_kcal_mol=29.1 lumo_ev=1.0 homo_ha=-0.2792
C -2.17823 0.26181 0.17853 -0.1 0.1 0.0
C -0.87859 -0.24448 -0.34838 0.2 -0.1 0.2
C -0.30030 -1.46317 -0.32619 -0.1 0.1 0.1
O 1.07709 -1.32267 -0.20896 0.2 0.1 -0.1
C 1.32281 0.00439 -0.15369 0.0 0.2 -0.3
N 2.62351 0.41585 0.01528 0.2 0.0 -0.2
C 0.18738 0.71694 -0.30343 0.3 0.0 -0.3
H -1.72558 0.70599 1.07525 -1.3 0.0 0.4
H -2.94651 -0.48632 0.39538 0.3 0.1 0.0
H -2.61244 1.08868 -0.39019 0.1 -0.2 -0.1
H -0.65874 -2.48155 -0.29286 0.0 0.2 0.0
H 3.29341 -0.28814 0.27398 -0.1 0.0 0.1
H 2.72781 1.30540 0.48019 0.0 -0.3 0.0
H 0.06838 1.78727 -0.39491 0.1 -0.1 0.2

---

[6]
14
Properties=species:S:1:pos:R:3:forces:R:3 method="wB97M-V/def2-TZVPD" gap_ev=8.1163 smiles="C/C=C/C(C)=S" e_above_lowest_kcal_mol=16.8 lumo_ev=-0.4 homo_ha=-0.3120
C 1.09231 2.05858 -0.20480 -0.2 0.2 0.6
C 0.35121 0.79765 0.07413 0.8 0.0 1.8
C -0.23080 0.03466 -0.81577 -0.6 -1.0 -0.8
C -0.88393 -1.25001 -0.51150 -0.9 0.7 -0.7
C -0.65927 -1.78485 0.85477 -0.1 -1.8 0.5
H 2.15610 1.86475 -0.08254 0.2 -0.1 -0.2
H 0.90188 2.47613 -1.20817 0.0 -0.1 0.6
H 0.88316 2.75865 0.62120 -0.1 0.2 -0.6
H 0.35688 0.42437 1.12845 0.1 0.6 -0.9
H -0.25929 0.35056 -1.83972 -0.1 0.1 -0.5
H 0.42802 -1.79074 1.04633 -0.5 0.1 0.3
H -1.19628 -1.18881 1.61456 0.4 -0.1 -0.3
H -1.02499 -2.85040 0.93528 0.3 1.2 -0.1
S -1.91501 -1.90052 -1.61224 0.6 0.0 0.5

---

[7]
7
Properties=species:S:1:pos:R:3:forces:R:3 method="wB97M-V/def2-TZVPD" gap_ev=10.3440 smiles=C#CO.N#N e_above_lowest_kcal_mol=40.3 lumo_ev=0.6 homo_ha=-0.3582
C 0.11196 -0.37544 0.98081 0.1 -1.2 1.0
C 0.17478 0.15293 -0.06880 0.1 2.4 -2.4
N -3.44065 0.19196 0.15477 0.4 0.0 -0.8
N -2.93547 0.20194 -0.81625 -0.4 0.0 0.7
O 0.16697 1.05499 -1.02043 0.1 -0.2 -0.6
H 0.10765 -1.19137 1.60303 -0.1 -1.0 1.5
H 0.43272 0.70169 -1.89092 -0.2 0.0 0.7

---

[8]
57
Properties=species:S:1:pos:R:3:forces:R:3 method="wB97M-V/def2-TZVPD" gap_ev="7.9006 / 5.6076" e_above_lowest_kcal_mol=7.6 lumo_ev="0.3 / -2.4" spin_multiplicity=6 homo_ha="-0.2805 / -0.2959"
Ir 1.28421 0.46017 0.17223 -0.2 0.1 0.2
O -0.57622 1.37414 -0.00005 0.2 0.0 -0.3
C -1.78484 0.90597 0.11026 0.0 -0.1 0.1
C -2.83305 1.84397 -0.05234 -0.1 -0.2 0.0
C -4.14927 1.48566 0.08940 0.0 0.1 0.0
C -4.49350 0.16711 0.39847 0.0 -0.1 0.0
C -3.49393 -0.76605 0.54882 0.0 0.1 0.0
C -2.13391 -0.44020 0.40494 0.0 0.1 -0.1
C -1.14528 -1.50102 0.55854 -0.1 0.2 0.0
N 0.18044 -1.39409 0.58267 0.0 0.0 -0.3
C 0.70320 -2.65503 0.76129 0.1 -0.1 0.0
C -0.31278 -3.54387 0.84775 0.1 0.0 0.0
N -1.46907 -2.80666 0.71578 0.0 0.1 0.0
H -2.54489 2.86103 -0.27932 0.0 0.0 0.0
H -4.92427 2.23155 -0.03511 0.0 0.0 0.0
H -5.52896 -0.11893 0.52108 0.0 0.0 0.0
H -3.78058 -1.77966 0.80065 0.0 0.0 0.0
H 1.76616 -2.81674 0.79043 0.0 0.0 0.0
H -0.32560 -4.61035 0.97614 0.0 0.0 0.0
H -2.40141 -3.17642 0.71550 0.0 0.0 0.0
C -1.40570 2.04612 -4.83057 0.0 0.0 0.0
C -0.33141 1.15765 -4.27560 0.0 0.0 0.0
C -0.63874 0.16094 -3.35221 0.0 0.0 0.0
C 0.35733 -0.62284 -2.79637 -0.1 0.0 0.0
C 1.67921 -0.39936 -3.15934 0.0 -0.1 0.0
C 2.00625 0.56139 -4.10180 0.1 0.1 0.0
C 0.99710 1.33010 -4.65569 0.0 0.0 0.0
S 2.95464 -1.22086 -2.26605 -0.1 0.0 0.1
O 2.42989 -2.44919 -1.74172 0.1 0.1 -0.1
O 4.16669 -1.20104 -3.03374 -0.1 0.0 0.0
N 3.10793 -0.20150 -0.95385 -0.1 0.0 -0.2
C 4.02039 0.81323 -1.06180 0.1 -0.1 0.1
C 3.11833 2.25641 -1.60677 0.0 0.2 -0.3
O 3.81446 2.95500 -2.28720 0.0 -0.1 0.1
O 1.96591 2.24712 -1.16656 -0.1 -0.1 0.1
H -2.38514 1.57504 -4.75939 0.0 0.0 0.0
H -1.21512 2.29289 -5.87471 0.0 0.0 0.0
H -1.44693 2.98370 -4.27250 0.0 0.0 0.0
H -1.66942 0.00214 -3.05795 0.0 0.0 0.0
H 0.11664 -1.40788 -2.09118 0.0 0.0 0.0
H 3.04024 0.71654 -4.38006 0.0 0.0 0.0
H 1.24956 2.09012 -5.38461 0.0 0.0 0.0
H 4.83992 0.67701 -1.76132 0.0 0.0 0.0
H 4.32108 1.22645 -0.09630 0.0 0.0 0.0
C 0.93760 -0.77927 6.75658 0.0 0.0 0.0
C 0.44922 -0.36864 5.40370 0.0 0.0 0.0
C -0.89333 -0.42248 5.04412 0.0 0.0 0.0
C -1.21647 -0.02979 3.75752 0.0 0.0 0.1
N -0.30325 0.38512 2.88684 0.0 0.1 0.1
C 0.94997 0.39849 3.32798 0.1 0.1 0.0
S 2.23613 0.92415 2.20788 0.0 -0.1 0.4
N 1.37354 0.04587 4.53437 0.0 0.0 0.0
H 0.11642 -0.90677 7.45946 0.0 0.0 0.0
H 1.63296 -0.03345 7.13797 0.0 0.0 0.0
H 1.48102 -1.72218 6.68025 0.0 0.0 0.0
H -1.65048 -0.75205 5.74085 0.0 0.0 0.0
H -2.24287 -0.04875 3.40266 0.0 0.0 0.0